The following is a quantum chemistry calculation of C4H8O as an isolated structure, from the OMol25 dataset.

Output
HOMO-LUMO gap in eV: 9.918
DFT total energy in hartree: -232.33007
Energy above the lowest of the compared OMol25 structures with the same formula, charge and spin in eV: 3.145
Total charge: 0

Each line ends with the natural charge from an NBO analysis.
Geometry (Å):
C1 -1.27818 -0.89480 -0.03761  -0.620
C2 -0.04177 -0.23196 0.55424  -0.330
C3 1.24007 -0.39076 -0.14596  -0.022
O1 1.06438 1.09508 -1.15887  -0.622
C4 0.29116 1.32856 -0.04433  0.002
H1 -2.17075 -0.34938 0.28754  0.214
H2 -1.42773 -1.95090 0.23380  0.213
H3 -1.23197 -0.83310 -1.12993  0.217
H4 -0.02785 -0.17077 1.65001  0.215
H5 1.31642 -1.01162 -1.01212  0.217
H6 2.13259 -0.24267 0.45976  0.211
H7 0.87117 1.77084 0.78016  0.145
H8 -0.66353 1.83501 -0.19180  0.161

Atoms 1-2, force components in eV/Å:
0.0557 0.2521 -0.0878
-0.1930 2.4568 -0.7432


The following is a quantum chemistry calculation of C26H25F3LiN5O8S2 as an isolated structure, from the OMol25 dataset.

Output
HOMO-LUMO gap in eV: 5.804
DFT total energy in hartree: -2985.20811
Energy above the lowest of the compared OMol25 structures with the same formula, charge and spin in eV: 0.686
Total charge: -2

Each line ends with the natural charge from an NBO analysis.
Geometry (Å):
Li1 0.05004 -0.79954 0.50507  0.886
N1 -2.07272 -3.52150 3.26047  -0.575
C1 -1.23587 -2.60039 3.88214  0.399
C2 -1.36047 -2.45660 5.27522  -0.308
C3 -0.55260 -1.53950 5.91052  -0.173
C4 0.34966 -0.79213 5.16266  -0.314
C5 0.39552 -1.01354 3.79521  0.078
N2 -0.37495 -1.90199 3.17041  -0.412
C6 -2.27451 -3.83184 1.91673  0.389
C7 -3.31096 -4.73705 1.62937  -0.306
C8 -3.54551 -5.06647 0.31276  -0.172
C9 -2.75856 -4.49620 -0.67978  -0.315
C10 -1.76046 -3.61749 -0.28942  0.080
N3 -1.51354 -3.29761 0.98033  -0.413
H1 -2.74508 -3.94058 3.87746  0.376
H2 -2.08119 -3.04756 5.82930  0.189
H3 -0.62931 -1.40398 6.98355  0.194
H4 0.99709 -0.05815 5.62250  0.205
H5 1.07897 -0.46766 3.15264  0.239
H6 -3.91609 -5.15360 2.42688  0.188
H7 -4.34212 -5.75774 0.06150  0.195
H8 -2.91665 -4.71536 -1.72687  0.207
H9 -1.12350 -3.11795 -1.01348  0.243
F1 0.46140 -1.43849 -6.39546  -0.348
C11 1.40809 -0.88766 -5.59044  0.977
F2 1.52805 0.39751 -6.00648  -0.343
F3 2.56823 -1.49462 -5.92704  -0.342
C12 1.06144 -0.98836 -4.14080  -0.130
C13 -0.11369 -0.33329 -3.68800  -0.473
C14 -0.48270 -0.60269 -2.38078  0.089
N4 0.17696 -1.35495 -1.51317  -0.682
C15 1.47863 -1.81403 -1.87097  0.182
C16 1.81774 -1.74532 -3.31378  -0.274
H10 -0.72412 0.27650 -4.33737  0.208
H11 -1.42053 -0.19960 -2.00428  0.186
H12 1.65701 -2.80225 -1.44737  0.189
H13 2.68906 -2.27918 -3.66712  0.202
O1 1.75770 -0.16907 1.00654  -1.095
S1 2.69192 -1.15024 0.41190  2.576
O2 4.07811 -0.83318 0.67897  -1.018
O3 2.28883 -2.51092 0.72121  -1.023
O4 2.53556 -0.96955 -1.16951  -0.794
C17 4.67264 2.97293 -0.31424  -0.636
C18 3.25877 3.39495 -0.60348  -0.002
C19 2.66707 4.44023 0.10833  -0.219
C20 1.35819 4.81354 -0.13538  -0.181
C21 0.63476 4.13395 -1.10729  -0.378
C22 1.20016 3.09747 -1.83069  -0.173
C23 2.51344 2.73631 -1.57310  -0.143
S2 -1.04029 4.58551 -1.40433  2.317
O5 -1.56596 3.71919 -2.42467  -0.950
O6 -1.14985 6.00958 -1.61660  -0.972
N5 -1.69556 4.31314 0.07981  -0.871
C24 -1.65238 2.93492 0.63099  -0.225
C25 -2.69836 1.97378 0.09217  -0.533
C26 -2.64103 0.65143 0.88639  0.787
O7 -3.63620 0.34666 1.56271  -0.748
O8 -1.54021 0.04103 0.81063  -0.852
H14 4.96519 3.25603 0.69767  0.206
H15 5.36861 3.44858 -1.01104  0.202
H16 4.77890 1.89228 -0.40999  0.258
H17 3.23562 4.94757 0.87999  0.197
H18 0.88608 5.60982 0.42540  0.225
H19 0.60341 2.55076 -2.54993  0.260
H20 2.94139 1.89339 -2.09823  0.229
H21 -2.63745 4.69408 0.07437  0.389
H22 -1.77538 3.05137 1.71021  0.197
H23 -0.65288 2.53195 0.46810  0.233
H24 -2.51409 1.79233 -0.96584  0.224
H25 -3.69949 2.40105 0.20677  0.189

Atoms 1-2, force components in eV/Å:
-0.6235 -0.2468 0.0055
0.0535 -0.0493 0.0006


The following is a quantum chemistry calculation of C18H19N5O3S2 as an isolated structure, from the OMol25 dataset.

Output
HOMO-LUMO gap in eV: 7.638
DFT total energy in hartree: -1993.22443
Energy above the lowest of the compared OMol25 structures with the same formula, charge and spin in eV: 0.319
Total charge: 0

Each line ends with the natural charge from an NBO analysis.
Geometry (Å):
C1 -2.47757 -2.58808 1.28519  -0.645
C2 -2.79408 -1.18877 0.85889  0.234
N1 -1.77598 -0.43537 0.46389  -0.498
C3 -2.00429 0.82483 0.10108  0.382
C4 -3.27728 1.39261 0.09360  -0.291
C5 -4.33687 0.59642 0.48690  -0.143
C6 -4.10003 -0.71094 0.87834  -0.283
H1 -4.90648 -1.35135 1.19969  0.215
H2 -5.34023 0.99620 0.49256  0.218
H3 -3.41393 2.41879 -0.19801  0.258
N2 -0.85821 1.51630 -0.27258  -0.678
C7 -0.69976 2.86461 -0.36345  0.696
O1 -1.58782 3.67422 -0.20813  -0.609
C8 0.73217 3.30505 -0.65651  -0.305
C9 1.40409 2.50240 -1.78618  -0.415
C10 2.53318 1.61913 -1.25667  -0.225
N3 2.10668 0.93364 -0.05272  -0.705
S1 2.95395 -0.46889 0.30160  2.333
O2 3.38409 -0.44685 1.67048  -0.934
O3 3.93869 -0.70149 -0.71670  -0.927
C11 1.75453 -1.79005 0.12616  -0.320
C12 1.91480 -2.92048 0.87736  -0.146
C13 1.11145 -4.06117 0.67746  -0.210
C14 0.13388 -4.08479 -0.27981  -0.197
C15 -0.06979 -2.92848 -1.05093  0.166
N4 -0.98291 -2.73310 -2.00396  -0.630
S2 -0.81583 -1.25160 -2.58138  1.012
N5 0.42657 -0.77209 -1.68356  -0.653
C16 0.75969 -1.76439 -0.85700  0.095
H4 -0.47996 -4.95437 -0.45181  0.232
H5 1.28413 -4.93139 1.29178  0.227
H6 2.68366 -2.91978 1.63390  0.246
C17 1.84787 1.80632 1.08657  -0.233
C18 1.56443 3.23991 0.63426  -0.406
H7 1.04113 3.76602 1.43404  0.236
H8 2.50636 3.76164 0.45755  0.213
H9 2.70743 1.79464 1.76711  0.224
H10 0.99462 1.39395 1.63424  0.208
H11 3.43510 2.21539 -1.06677  0.185
H12 2.79023 0.84930 -1.98253  0.249
H13 1.82309 3.18345 -2.52761  0.225
H14 0.66682 1.87736 -2.29032  0.222
H15 0.65149 4.35841 -0.94269  0.241
H16 -0.02999 0.93253 -0.37274  0.462
H17 -3.12657 -2.89242 2.10265  0.220
H18 -2.63373 -3.27123 0.45086  0.226
H19 -1.43881 -2.65604 1.59586  0.229

Atoms 1-2, force components in eV/Å:
-0.0485 0.0189 -0.0119
-0.2993 0.0192 0.0388


Copy entry 1 word for word.
The following is a quantum chemistry calculation of C4H8O as an isolated structure, from the OMol25 dataset.

Output
HOMO-LUMO gap in eV: 9.918
DFT total energy in hartree: -232.33007
Energy above the lowest of the compared OMol25 structures with the same formula, charge and spin in eV: 3.145
Total charge: 0

Each line ends with the natural charge from an NBO analysis.
Geometry (Å):
C1 -1.27818 -0.89480 -0.03761  -0.620
C2 -0.04177 -0.23196 0.55424  -0.330
C3 1.24007 -0.39076 -0.14596  -0.022
O1 1.06438 1.09508 -1.15887  -0.622
C4 0.29116 1.32856 -0.04433  0.002
H1 -2.17075 -0.34938 0.28754  0.214
H2 -1.42773 -1.95090 0.23380  0.213
H3 -1.23197 -0.83310 -1.12993  0.217
H4 -0.02785 -0.17077 1.65001  0.215
H5 1.31642 -1.01162 -1.01212  0.217
H6 2.13259 -0.24267 0.45976  0.211
H7 0.87117 1.77084 0.78016  0.145
H8 -0.66353 1.83501 -0.19180  0.161

Atoms 1-2, force components in eV/Å:
0.0557 0.2521 -0.0878
-0.1930 2.4568 -0.7432